No. 1
{
  "formula": "C18H53Cl4FO18",
  "method": "the ωB97M-V functional and the def2-TZVPD basis",
  "homo_energy_ev": -9.7,
  "de_lowest_kcal_mol": 110.8,
  "gap_ev": 8.16,
  "elements": ["C", "C", "C", "Cl", "C", "C", "C", "C", "C", "Cl", "C", "O", "C", "C", "Cl", "C", "C", "Cl", "C", "C", "C", "C", "F", "C", "O", "H", "H", "H", "H", "H", "H", "H", "H", "H", "H", "H", "H", "H", "H", "H", "H", "H", "H", "H", "H", "H", "O", "H", "H", "O", "H", "H", "O", "H", "H", "O", "H", "H", "O", "H", "H", "O", "H", "H", "O", "H", "H", "O", "H", "H", "O", "H", "H", "O", "H", "H", "O", "H", "H", "O", "H", "H", "O", "H", "H", "O", "H", "H", "O", "H", "H", "O", "H", "H"],
  "positions_angstrom": [[1.581, -3.654, -0.207], [1.080, -2.304, -0.955], [0.176, -1.489, 0.077], [0.876, -1.449, 1.803], [-0.197, -0.018, -0.373], [0.743, 1.015, -0.628], [2.304, 0.769, -0.499], [3.110, 2.158, -0.297], [4.453, 1.942, 0.559], [5.796, 3.082, -0.029], [0.094, 2.432, -1.023], [0.554, 3.177, -1.895], [-1.253, 2.794, -0.212], [-1.601, 4.222, 0.363], [-1.447, 4.491, 2.179], [-2.035, 5.252, -0.479], [-2.396, 6.656, 0.174], [-2.182, 4.949, -2.259], [-2.185, 1.756, 0.036], [-3.531, 1.924, 0.850], [-3.970, 0.528, 1.547], [-5.157, -0.181, 0.753], [-4.517, 0.851, 2.856], [-1.753, 0.325, -0.549], [-2.533, -0.450, -1.128], [2.614, -3.448, 0.221], [1.593, -4.538, -0.948], [0.851, -3.970, 0.616], [0.375, -2.677, -1.783], [1.935, -1.709, -1.395], [-0.813, -2.060, 0.185], [2.704, 0.299, -1.452], [2.573, 0.122, 0.391], [2.448, 2.896, 0.264], [3.444, 2.564, -1.308], [4.293, 2.198, 1.660], [4.791, 0.856, 0.430], [-2.525, 7.415, -0.656], [-1.634, 6.936, 0.962], [-3.409, 6.524, 0.687], [-4.377, 2.216, 0.135], [-3.410, 2.655, 1.715], [-3.093, -0.164, 1.740], [-4.930, -0.175, -0.356], [-5.294, -1.248, 1.115], [-6.146, 0.380, 0.892], [5.146, -0.380, -1.119], [5.948, -0.561, -0.614], [5.413, -0.516, -2.038], [0.162, 3.101, -4.967], [0.235, 3.421, -4.057], [0.337, 3.881, -5.504], [4.307, 0.327, 3.108], [4.844, 0.342, 3.912], [3.874, -0.536, 3.131], [1.425, -0.307, -3.568], [1.349, 0.552, -4.006], [0.721, -0.295, -2.908], [-0.029, -6.153, 0.719], [-0.770, -6.267, 1.327], [-0.108, -6.898, 0.112], [-2.341, -2.906, -2.927], [-2.003, -2.330, -2.228], [-3.286, -2.713, -2.950], [1.817, -6.596, 3.504], [2.424, -7.317, 3.302], [1.208, -6.587, 2.754], [1.714, 3.682, 1.974], [2.012, 4.276, 2.673], [0.768, 3.858, 1.905], [-0.638, -1.985, 4.956], [0.165, -2.150, 5.464], [-0.366, -2.116, 4.039], [-1.834, -2.383, 7.875], [-1.033, -2.549, 8.384], [-1.561, -2.511, 6.957], [-4.934, 2.068, -1.782], [-4.322, 1.344, -1.971], [-5.537, 2.070, -2.537], [-3.233, -5.566, -4.624], [-2.722, -5.038, -3.996], [-2.567, -6.087, -5.087], [7.078, -0.293, -3.823], [7.193, -0.792, -4.640], [6.703, 0.548, -4.113], [-7.098, 3.823, -2.473], [-7.763, 4.299, -1.963], [-6.259, 4.186, -2.160], [2.279, -5.632, -2.858], [2.084, -5.180, -3.688], [2.664, -6.472, -3.135], [2.930, 1.049, 5.656], [3.047, 0.553, 4.836], [2.557, 1.889, 5.368]]
}

No. 2
{
  "formula": "C18H53N2O10",
  "method": "the ωB97M-V functional and the def2-TZVPD basis",
  "homo_energy_ev": -5.4,
  "de_lowest_kcal_mol": 101.4,
  "total_charge": -1,
  "gap_ev": 7.80,
  "elements": ["C", "O", "H", "H", "H", "C", "O", "H", "H", "H", "H", "C", "O", "H", "H", "H", "H", "C", "O", "H", "H", "H", "H", "C", "O", "H", "H", "H", "H", "C", "O", "H", "H", "H", "H", "C", "O", "C", "C", "N", "C", "C", "O", "C", "H", "H", "H", "H", "H", "H", "H", "H", "H", "H", "H", "H", "H", "H", "H", "C", "O", "C", "C", "N", "C", "C", "O", "C", "H", "H", "H", "H", "H", "H", "H", "H", "H", "H", "H", "H", "H", "H", "H"],
  "positions_angstrom": [[1.028, 0.550, 0.683], [0.368, 1.316, 1.726], [1.752, 0.131, 1.169], [1.408, 0.975, -0.212], [0.523, -0.261, 0.572], [-0.742, 4.258, 0.032], [0.051, 4.034, 1.218], [-0.265, 4.837, -0.566], [-1.784, 4.666, 0.147], [-0.991, 3.395, -0.665], [0.175, 3.054, 1.600], [3.209, 3.983, -1.108], [3.853, 3.910, -2.426], [2.405, 4.652, -1.065], [3.960, 4.256, -0.331], [2.986, 3.082, -0.698], [3.783, 2.966, -2.589], [-2.137, 0.666, 3.876], [-0.776, 0.756, 3.931], [-2.437, 1.586, 4.080], [-2.653, -0.027, 4.536], [-2.309, 0.607, 2.827], [-0.361, 0.948, 3.057], [-2.596, -0.399, 0.037], [-1.805, 0.724, -0.351], [-1.886, -1.157, 0.317], [-3.523, -0.742, -0.765], [-3.271, -0.202, 0.980], [-1.197, 0.812, 0.419], [3.668, 2.573, 2.368], [2.727, 1.896, 3.317], [4.549, 2.650, 2.729], [2.962, 3.403, 1.841], [3.762, 1.956, 1.495], [1.944, 1.784, 2.760], [-0.306, -3.112, 2.138], [-1.185, -3.831, 3.053], [-2.600, -3.334, 3.122], [-3.301, -4.162, 4.096], [-4.780, -3.705, 3.955], [-5.524, -4.022, 2.918], [-6.980, -3.717, 3.221], [-7.652, -3.777, 1.977], [-8.955, -3.264, 1.957], [-0.157, -2.039, 2.285], [-0.510, -3.168, 1.035], [0.707, -3.323, 2.164], [-3.085, -3.201, 2.273], [-2.445, -2.169, 3.233], [-2.821, -4.157, 5.042], [-3.187, -5.165, 3.908], [-5.001, -2.742, 4.443], [-5.294, -4.955, 2.731], [-5.273, -3.507, 1.868], [-7.039, -2.737, 3.751], [-7.323, -4.465, 4.055], [-9.173, -2.305, 2.250], [-9.595, -3.845, 2.601], [-9.409, -3.228, 1.052], [3.199, -2.007, -1.100], [3.380, -1.502, -2.401], [2.931, -0.224, -2.660], [3.490, 0.333, -3.928], [2.982, 1.683, -4.183], [3.836, 2.429, -5.176], [4.042, 1.602, -6.503], [4.968, 2.291, -7.347], [6.298, 2.103, -7.066], [3.219, -1.429, -0.089], [3.445, -2.896, -0.938], [2.226, -2.299, -0.921], [3.271, 0.288, -1.831], [1.724, 0.013, -2.658], [3.268, -0.330, -4.579], [4.546, 0.537, -3.754], [1.950, 1.544, -4.508], [4.730, 2.860, -4.617], [3.079, 3.130, -5.270], [3.152, 1.552, -7.049], [4.601, 0.665, -6.157], [6.633, 2.329, -6.163], [6.979, 2.553, -7.643], [6.562, 1.065, -7.531]]
}